C31H25BrN3O3PtS2 | the ωB97M-V functional and the def2-TZVPD basis

Energy relative to the best compared isomer or geometry (same formula, charge and spin) ... 0.00 kcal per mole
Max |F| ... 0.01395 Eh/bohr
Electronic energy ... -5074.95723 Eh
Multiplicity ... 1
HOMO level ... -16.01 eV
Charge ... +3

XYZ file:
```
66
Properties=species:S:1:pos:R:3:forces:R:3:lowdin_charge:R:1
Pt -0.214079 0.664357 0.828570 0.10 -0.19 -0.68 1.210
N 1.230689 4.570546 0.290746 0.00 -0.01 0.36 0.282
C 2.382020 4.007065 0.523923 0.04 -0.04 -0.07 -0.064
C 3.676807 4.543870 0.709848 -0.01 0.01 0.01 0.058
C 4.654532 3.638974 0.951791 -0.01 -0.02 0.03 0.062
C 4.426049 2.191589 1.001501 -0.01 0.01 0.01 0.038
C 3.208294 1.641195 0.836002 -0.03 0.02 0.05 0.032
C 2.126160 2.547604 0.599062 0.02 0.01 -0.19 -0.133
N 0.857001 2.331998 0.426499 -0.04 0.09 0.30 0.020
C 0.191454 3.580550 0.114888 -0.03 -0.06 -0.10 -0.359
C -1.956099 3.096045 0.820683 0.01 0.01 -0.02 -0.407
C -3.207998 3.597577 0.780035 -0.02 -0.02 0.00 -0.219
S -4.321903 2.331642 0.525381 0.00 0.02 -0.01 1.225
C -3.083328 1.205070 0.473441 0.03 0.02 -0.07 -0.404
N -1.879991 1.729293 0.653834 -0.12 0.02 0.11 -0.118
H 1.025081 5.564917 0.218570 0.02 -0.01 -0.14 0.219
H 3.860592 5.609204 0.682361 0.00 0.00 -0.04 0.148
H 5.665879 3.988237 1.121472 0.01 -0.01 -0.01 0.147
H 5.285831 1.558467 1.178333 0.01 0.01 -0.01 0.142
H 3.049390 0.571186 0.860272 0.00 0.00 0.01 0.128
H -3.509985 4.627813 0.884752 0.02 0.01 -0.02 0.124
H -3.251202 0.155838 0.284480 0.00 0.00 0.02 0.061
Br 0.089345 0.569283 -6.487189 0.00 -0.04 -0.03 0.883
C -0.026652 1.561754 -4.914518 0.01 0.07 0.09 -0.657
C -0.316787 2.923939 -4.972389 0.01 -0.01 -0.01 -0.067
C -0.401977 3.649946 -3.804564 -0.07 -0.02 0.01 0.028
C -0.190438 3.029524 -2.559581 0.05 0.06 -0.07 -0.146
C 0.113865 1.663775 -2.524676 0.09 0.02 0.03 -0.028
C 0.187538 0.931223 -3.688844 0.01 0.00 -0.08 -0.090
C -0.358160 3.896615 -1.403719 -0.06 0.01 0.06 -0.226
O -0.852632 4.987118 -1.387711 -0.02 -0.02 -0.01 0.176
O -0.822128 3.811250 1.038516 0.06 0.05 0.01 0.099
H -0.474631 3.405706 -5.927282 0.01 0.00 0.00 0.125
H -0.633863 4.705908 -3.840383 -0.01 0.00 0.01 0.138
H 0.287405 1.145053 -1.593685 -0.02 -0.01 -0.01 0.058
H 0.411307 -0.126684 -3.658838 -0.01 0.07 0.03 0.077
O -0.792072 -1.162583 1.171037 -0.15 -0.01 0.56 -0.686
S -1.962060 -2.127831 0.752262 0.06 0.07 0.02 1.069
C -1.008047 -3.550428 0.198025 -0.06 0.03 -0.16 -0.245
C -0.256234 -3.179230 -1.049082 0.02 -0.03 0.02 -0.300
C 1.123255 -3.004027 -0.991102 0.00 0.03 0.00 -0.042
C 1.835700 -2.718111 -2.148870 0.00 0.05 0.00 -0.057
C 1.169433 -2.589540 -3.360016 -0.01 -0.04 0.02 -0.076
C -0.210832 -2.746912 -3.416971 0.01 -0.01 0.00 -0.063
C -0.922854 -3.040007 -2.264141 0.00 -0.01 0.00 -0.035
C -2.686090 -2.701900 2.316891 0.16 0.01 0.06 -0.254
C -1.736908 -3.394599 3.244178 -0.01 -0.06 -0.01 -0.306
C -1.801984 -4.779213 3.376073 0.00 0.00 -0.02 -0.037
C -0.960864 -5.434855 4.262604 0.01 -0.01 -0.01 -0.040
C -0.042930 -4.710725 5.009361 0.01 0.01 -0.01 -0.043
C 0.026161 -3.328904 4.880515 0.03 -0.02 -0.02 -0.053
C -0.818006 -2.670196 4.001049 -0.01 0.03 0.00 -0.051
H -1.752957 -4.335035 0.037481 0.03 -0.01 -0.01 0.130
H -0.362186 -3.824261 1.033053 -0.03 -0.02 0.02 0.112
H 1.644943 -3.137399 -0.049945 0.00 -0.03 -0.01 0.121
H 2.913356 -2.627334 -2.111664 0.00 0.00 0.00 0.115
H 1.727139 -2.386927 -4.265165 0.01 -0.02 -0.01 0.120
H -0.727529 -2.666959 -4.364508 0.00 0.00 0.00 0.120
H -1.995673 -3.190800 -2.318376 0.01 -0.03 -0.01 0.124
H -3.492387 -3.358656 1.975435 -0.03 0.02 0.01 0.117
H -3.139266 -1.807782 2.751272 0.00 0.02 -0.05 0.110
H -2.528371 -5.347515 2.805796 -0.01 0.00 0.02 0.124
H -1.033417 -6.507304 4.380441 0.02 0.00 -0.02 0.122
H 0.613602 -5.222003 5.700149 -0.02 0.00 0.02 0.121
H 0.727697 -2.766278 5.481623 0.00 0.00 0.00 0.114
H -0.778030 -1.590101 3.921034 -0.04 0.00 0.03 0.106
```
Positions in Å, forces in eV/Å.